A molecular structure, C38H51Cl3N2O3PdS3Si2Te. Source: the Open Molecules 2025 dataset; level of theory: ωB97M-V/def2-TZVPD.

Summary:
Net charge = +2
Highest occupied orbital energy (alpha / beta) = -12.21 / -12.21 eV
LUMO level (alpha / beta) = -7.08 / -7.07 eV
Largest force on an atom = 0.9 eV/A
Energy above the lowest of the compared OMol25 structures with the same formula, charge and spin = 15.80 kcal/mol
E = -145944.3012 eV
HOMO-LUMO gap (alpha / beta) = 5.13 / 5.14 eV

The geometry in XYZ format:
```
104
Properties=species:S:1:pos:R:3:forces:R:3:lowdin_charge:R:1
C 0.219732 -0.900230 4.065799 -0.05 -0.09 -0.07 -0.52
C 1.903932 0.365614 -1.629742 0.11 0.10 0.05 -0.08
C -2.856460 -3.634233 -2.789242 -0.01 0.00 -0.01 -0.08
H -0.639893 2.108452 4.286243 -0.02 0.05 -0.01 0.02
H -2.207274 2.400032 0.552393 0.00 0.00 -0.05 0.04
H -0.984778 3.938956 -2.742878 0.06 -0.01 0.05 0.06
C -3.528530 -5.807876 -2.021222 0.02 0.02 0.01 -0.05
Cl 5.513588 -6.297007 -4.888299 -0.01 0.02 0.03 0.72
H 3.696673 -2.493006 -2.558882 0.02 -0.03 0.00 0.10
H -2.874326 -2.848428 -3.535126 0.02 0.00 -0.01 0.11
C 2.774022 -0.352165 0.231807 0.04 0.15 0.21 -0.17
C 5.384366 -5.219116 -3.545923 0.00 -0.04 -0.06 -0.66
C -3.981629 -0.246034 1.813370 -0.11 0.06 -0.14 -0.05
H -3.135930 2.801116 -2.111810 -0.02 0.04 -0.02 0.06
H 3.930611 -3.971446 -4.501078 -0.01 -0.01 0.00 0.11
C -3.581848 -4.803776 -2.976193 0.02 0.00 0.01 -0.05
C 1.252229 1.100098 6.198526 -0.07 0.12 0.00 -0.19
H -2.660478 -1.143267 3.226272 -0.03 0.00 -0.01 0.11
H 5.625698 -0.869081 -1.375185 0.01 -0.04 0.02 0.15
C 3.184117 -5.066354 0.061826 0.03 -0.16 0.14 -0.33
H 3.691035 -0.992544 6.006069 0.00 -0.01 0.00 0.05
C 4.407800 -3.308739 -2.511261 0.02 0.06 -0.03 -0.05
C -0.800231 1.955090 3.216834 0.08 0.06 0.07 -0.49
C 0.993017 4.201480 2.157774 0.16 0.07 0.05 -0.18
H -3.655642 -0.381349 -1.566870 0.02 -0.01 -0.01 0.11
H 2.948846 -0.611901 1.260782 0.01 -0.08 -0.04 0.11
H 0.473645 -2.807847 6.653566 0.00 0.00 0.00 0.04
C 5.033578 -2.591910 -0.159642 0.22 -0.03 0.02 -0.27
H 0.262201 1.416111 6.535327 0.01 0.01 0.00 0.04
H 1.599962 1.804722 5.437884 0.03 -0.01 0.00 0.02
H 2.125666 -3.520658 1.088835 -0.03 -0.02 -0.05 0.14
H 5.939822 -2.734580 0.429053 0.02 0.04 -0.02 0.11
H -3.209250 3.154769 -3.873107 -0.02 0.00 -0.01 0.07
H -2.704584 -6.453907 -0.145787 0.00 -0.01 0.00 0.12
C 5.146974 -3.510745 -1.349080 0.07 0.12 -0.16 -0.20
H 1.151148 0.768286 -2.279749 -0.04 -0.02 0.04 0.08
H 6.828142 -6.289205 -2.372020 0.00 0.00 0.00 0.12
Pd -0.174816 0.036141 0.291478 -0.02 -0.68 0.59 0.64
C 4.189037 -7.115830 0.491947 -0.05 0.02 0.02 -0.39
H 4.507682 -5.433972 1.800649 0.00 0.00 -0.02 0.12
H -0.491288 2.178474 0.162777 -0.26 0.53 -0.13 -0.03
H -4.087473 -6.721268 -2.172584 0.00 -0.01 0.00 0.12
H 5.459640 -0.542948 0.345962 -0.05 0.03 0.00 0.14
S -1.203928 -1.975486 -1.417324 -0.38 -0.51 0.13 1.01
H 1.319545 4.468646 3.165909 0.03 0.01 -0.02 0.05
C -2.029146 -4.495133 -0.674345 0.00 -0.01 -0.05 -0.07
C -4.271701 -0.038579 0.455501 -0.04 0.05 0.16 -0.03
H -1.318915 3.684519 -0.280039 0.04 0.01 0.02 0.04
H 0.452920 -1.880427 3.643018 -0.07 0.01 -0.06 0.03
C 2.995661 -1.184404 5.186862 0.12 -0.08 -0.08 -0.17
H 2.401226 -3.197432 -0.614972 0.01 0.03 -0.04 0.08
C 6.029803 -4.592050 -1.335415 0.09 -0.09 0.06 -0.56
C 2.855508 -3.625535 0.280536 -0.19 0.01 0.08 -0.16
C -2.853708 -0.937838 2.182248 0.18 -0.04 -0.06 -0.08
S 3.309799 -7.427721 -0.941149 0.03 -0.15 -0.03 1.03
H -5.167712 0.499255 0.174852 -0.01 -0.01 0.01 0.12
H 3.709925 -0.096862 -2.827110 0.00 -0.01 -0.01 0.14
H -4.171905 -4.936341 -3.872373 -0.01 0.01 0.00 0.12
O 0.044602 -2.276626 -0.616625 -0.18 0.16 -0.30 -0.54
O 3.968169 -2.866300 0.743009 0.08 0.07 0.18 -0.11
Cl 1.635364 -5.332839 -2.215589 0.01 0.02 0.09 0.69
C -3.079401 2.381636 -3.116463 -0.13 0.05 0.01 -0.24
C 2.727619 -5.822347 -0.973969 -0.20 -0.01 -0.08 -0.96
C -3.432967 -0.524881 -0.518168 0.14 -0.07 -0.02 -0.07
H -1.877215 5.712762 2.240853 -0.03 0.00 0.00 0.05
H -1.399421 -4.372646 0.197716 0.01 0.01 0.00 0.11
H -0.851669 -0.823226 4.243162 0.02 -0.05 0.03 0.00
H -3.831642 1.609037 -3.259750 0.00 0.00 0.03 0.05
C -1.969696 -1.436999 1.204003 -0.13 0.10 0.10 -0.15
N 3.685713 -0.532442 -0.719886 0.10 0.03 -0.16 -0.02
C -2.099347 -3.495263 -1.636226 0.02 0.01 0.13 -0.39
C 4.518373 -4.141444 -3.610556 0.01 0.02 0.05 -0.11
H 1.717280 3.492059 1.748504 -0.01 0.00 -0.01 0.02
H -0.469170 3.502937 -4.399140 -0.02 0.02 0.00 0.07
C 3.150386 -0.082712 -1.908488 0.10 0.01 0.12 -0.02
H -4.665526 0.117805 2.568538 0.00 0.01 0.00 0.12
S -1.466180 1.650232 -3.309144 0.20 -0.35 0.04 0.88
H 3.360199 -0.624445 4.320613 0.03 0.00 0.01 0.02
H 1.050090 5.107499 1.550436 0.01 0.00 0.00 0.05
O -1.155998 0.979568 -1.988740 0.04 0.10 0.04 -0.65
H 4.778309 -7.898379 0.940928 0.01 0.00 0.01 0.08
C -0.523033 3.172189 -3.362700 -0.01 0.14 0.06 -0.24
H 1.115716 -1.699363 7.864502 -0.03 -0.03 0.01 0.05
N 1.687070 0.217621 -0.269358 0.43 0.03 -0.50 -0.12
Si -0.745538 3.554383 2.174555 -0.04 -0.22 -0.11 0.40
H 1.930037 1.201232 7.049629 -0.02 0.04 0.01 0.05
H -1.696938 5.074250 3.870803 -0.01 0.01 0.00 0.04
H -0.492684 -1.428808 7.198272 0.00 -0.02 0.02 0.04
H 3.051711 -2.248848 4.948353 0.02 0.01 -0.01 0.04
H -1.746070 1.431002 3.068077 -0.02 0.00 0.07 0.01
Cl 7.021375 -4.931923 0.053248 0.07 0.10 -0.12 0.77
C 4.029683 -5.836909 0.919386 -0.17 0.03 -0.04 -0.16
H -1.152193 -2.096293 1.473174 -0.01 -0.01 -0.02 0.10
C -1.933157 4.801498 2.840545 -0.11 0.06 0.14 -0.16
C -2.750422 -5.657877 -0.876444 0.01 -0.03 0.00 -0.05
C -1.243815 2.916649 0.491294 0.05 0.02 0.01 -0.19
C 5.025768 -1.084421 -0.492923 -0.09 -0.01 -0.05 -0.01
H -2.964021 4.444338 2.813379 0.00 0.01 0.00 0.04
H 0.477922 2.946173 -2.999998 0.01 -0.01 -0.05 0.05
C -2.285977 -1.233158 -0.140355 0.07 0.01 -0.32 -0.40
C 6.147288 -5.451537 -2.414106 0.00 0.02 0.03 -0.12
C 0.518180 -1.759274 6.951651 -0.06 -0.11 0.13 -0.17
Si 1.272540 -0.680694 5.657247 0.02 0.08 -0.10 0.39
Te 0.712195 0.584490 2.649427 -0.15 0.31 -0.02 1.51
```
Positions in Å, forces in eV/Å.